(1)
The following is a quantum chemistry calculation of a molecular structure, C47H47N5P2STi, from the OMol25 dataset.

```
103
C47H47N5P2STi | the OMol25 dataset | wB97M-V/def2-TZVPD
H 3.2381 1.4589 -2.5048
C 0.7669 1.3931 -4.4867
H 6.0636 -1.9647 0.0346
H 3.0402 0.7146 0.2405
C -6.1976 -1.3473 -2.9280
H -6.2874 0.1133 -4.5601
H 4.7445 -1.0111 -0.6471
C -1.0022 -3.2533 -3.0331
C -1.5294 4.7281 4.3137
H 5.1353 3.1615 2.9943
C 0.0964 -1.7171 4.3638
N -4.3231 -0.4022 -3.9533
C -2.7620 3.7415 -2.3516
H -1.8655 1.0698 0.4917
H -1.6973 -3.0811 -3.8415
C 2.2459 1.9210 -2.5126
H -3.8201 0.2831 -4.4905
C -2.0029 3.5109 2.2935
C 1.2749 1.0431 -3.2443
H -0.4555 0.4123 -0.2383
H 2.0152 0.6157 4.4450
C -0.9611 -4.4790 -2.3889
H 2.7376 -2.8909 2.5848
H 1.3213 4.0555 2.6180
P 0.0471 2.6571 0.5030
C 2.0688 -3.8259 -0.2271
H -2.5407 5.2343 -3.8753
C 4.1473 1.9658 1.5175
N -5.1057 -1.0408 -2.0088
C -2.1673 3.0891 -1.2820
P 1.0689 -0.6691 1.9465
H -1.6396 -5.2675 -2.6851
C 2.6085 0.9985 3.6230
H -1.2898 -0.5239 2.0831
C -0.7885 0.9951 0.6422
C 2.0044 -2.8148 3.3798
C 4.1286 -2.8564 0.2577
H -5.1212 -2.4511 -0.4546
H 1.0373 2.3426 -4.9260
C 0.8353 -3.6875 -1.0408
C -4.0640 -0.4674 -2.6211
C 0.1091 -0.9677 -3.2964
C -5.1904 -1.3715 -0.6077
C 0.1381 -2.6110 5.4247
H -0.2296 5.8170 -3.2087
C 3.1611 1.0185 1.2897
H 4.0143 -6.0318 1.4134
H 3.7721 2.2962 4.8663
H -5.7487 -1.4919 -5.0669
C 2.0471 -3.6994 4.4444
N 0.9528 -0.1245 -2.6668
H -3.4996 4.1599 3.6799
H -2.7272 3.0608 1.6251
C 4.3642 2.4262 2.8073
H 4.7404 2.3438 0.6949
C 1.1113 -3.5987 5.4660
C -0.0039 -4.7251 -1.4123
Ti 1.7007 -0.8338 -0.6427
C -0.1739 4.3837 -1.6144
H 2.3383 2.8901 -2.9969
H 0.5358 5.1739 4.6810
H -1.8777 5.2179 5.2132
H -6.1421 -1.0235 -0.2050
C 1.0312 -1.8170 3.3367
H 1.9215 2.0979 -1.4832
N 0.6812 -2.4719 -1.5750
H -1.0157 -1.4134 -5.0667
C -5.7079 -0.7606 -4.2624
H -0.6642 -0.9469 4.3447
S -2.6533 0.0975 -1.9120
C 2.4314 -5.0081 0.3872
C -2.0682 4.7204 -3.0485
C 5.0288 -1.6606 0.1821
H -0.5947 0.9204 2.8113
H 1.1430 -4.2910 6.2964
H -0.5882 -2.5323 6.2223
H -2.7306 2.3234 -0.7653
H -4.3739 -0.8805 -0.0854
C 3.5974 1.9405 3.8597
H 4.9803 -1.0848 1.1087
H 2.8084 -4.4677 4.4810
C -0.5210 0.2438 1.9568
H 5.5685 -4.0973 1.2459
H -0.4290 0.7467 -6.1422
H -6.3628 -2.4251 -2.9836
H -7.1204 -0.8810 -2.5811
H 0.0917 -5.7120 -0.9847
C -0.8649 3.4036 -0.8990
C 4.5623 -4.0367 0.8550
C -0.1279 -2.2613 -2.6139
C -0.7710 5.0449 -2.6775
C 3.6996 -5.1108 0.9409
H 1.7508 -5.8459 0.4209
C 2.3752 0.5334 2.3307
H 0.8360 4.6450 -1.3165
N 2.8963 -2.7518 -0.2570
C -0.0548 0.5047 -5.1564
C -0.3817 -0.7020 -4.5596
C 0.2639 4.0766 2.8563
C -2.4423 4.1318 3.4508
H -3.7738 3.4860 -2.6383
C -0.1762 4.7023 4.0164
C -0.6426 3.4773 1.9856
```

Summary:
energy = -109470.8859 eV
energy relative to the best compared isomer or geometry (same formula, charge and spin) = 36.0 kcal per mole
spin multiplicity = 3
net charge = +2
gap between HOMO and LUMO (alpha / beta) = 6.923 / 6.726 eV
E_LUMO (alpha / beta) = -5.51 / -5.70 eV


(2)
The following is a quantum chemistry calculation of a gas-phase ion, C7H14N5O (charge +1), from the OMol25 dataset.

```
27
C7H14N5O | the OMol25 dataset | wB97M-V/def2-TZVPD
H 0.3644 -0.3945 1.7025
N 0.7158 1.9457 -0.5101
N -1.6381 -0.6288 -0.8670
C 0.6379 -1.3560 -0.2390
H 3.8062 2.0380 -0.6577
H 0.3937 -3.4587 0.3703
H -4.0320 1.7548 1.4278
H -1.1759 -2.4962 -1.1164
H -3.3294 2.4585 -0.0382
C -0.8021 -1.5139 -0.7571
C -3.6769 1.5503 0.4749
H 2.0862 -2.6861 0.4031
H -1.7915 1.4933 -1.2763
C 0.6880 -0.1195 0.6865
H 2.6080 0.5424 1.5834
C -1.5930 0.7144 -0.3733
N 2.9698 2.4217 -0.4143
C 1.9301 1.6649 -0.0874
H 2.7025 3.2837 -0.7630
H -0.4192 1.6571 1.0209
C 1.0281 -2.5744 0.6129
H -4.3821 1.0627 -0.1577
N 1.9287 0.5289 0.7448
H 1.2049 -1.3115 -1.1383
N -0.2174 1.1060 0.2154
H 0.8760 -2.2023 1.6138
O -2.4191 0.8291 0.6818
```

Summary:
energy = -16975.1848 eV
structure (SMILES) = CO[C@@H]1N=C[C@H](C)[C@H]2NC(N)=N[N@H+]21
energy relative to the best compared isomer or geometry (same formula, charge and spin) = 21.6 kcal per mole
net charge = +1
gap between HOMO and LUMO = 10.469 eV
E_LUMO = -2.67 eV


(3)
The following is a quantum chemistry calculation of a molecular structure, C9H12Cl3N2OSr, from the OMol25 dataset.

```
28
C9H12Cl3N2OSr | the OMol25 dataset | wB97M-V/def2-TZVPD
O 0.3623 -1.2664 0.2065
C 1.4046 -1.1539 0.9917
C 2.4102 -0.9350 3.2065
H -3.2804 0.3067 0.4739
H 0.3122 1.8855 -2.6503
Cl 2.9043 -1.2089 -1.2584
H -1.8109 2.7033 -2.7383
H -1.5497 0.2508 0.2382
H -2.7689 -1.7088 -0.5205
C 1.3028 -1.0485 2.3891
C 2.7134 -1.1139 0.4962
C -2.5031 0.3029 -0.2919
Cl -0.2830 -1.0556 3.0844
H -2.0371 1.0091 -3.1082
Cl 5.0667 -0.7755 3.6697
C 3.8463 -1.0014 1.2761
N -0.2930 1.3935 -1.9999
H -2.4355 2.4223 -0.4348
H 2.2848 -0.8608 4.2773
C -1.7103 1.6996 -2.3235
Sr -0.0888 -1.2280 -1.9403
H -3.4218 -0.8585 -1.7325
H -0.0601 1.7692 -1.0836
H 4.8320 -0.9805 0.8345
C 3.6790 -0.9152 2.6466
C -2.6243 1.5834 -1.1091
H -3.6521 1.7031 -1.4611
N -2.5996 -0.9186 -1.1383
```

Summary:
energy = -52955.5618 eV
energy relative to the best compared isomer or geometry (same formula, charge and spin) = 0.0 kcal per mole
net charge = +1
gap between HOMO and LUMO = 6.752 eV
E_LUMO = -3.92 eV


(4)
The following is a quantum chemistry calculation of C3H5NO2S in the gas phase, from the OMol25 dataset.

```
12
C3H5NO2S | the OMol25 dataset | wB97M-V/def2-TZVPD
H -2.2098 0.7609 1.0252
H 3.8384 0.7698 0.2473
C -1.9137 1.6418 0.0809
N 1.9527 0.4930 0.1798
C 3.1503 -0.0055 0.0909
C -0.3251 -0.1401 -0.1723
H 3.5274 -1.0707 -0.1030
S -1.5091 -1.3560 0.0853
O -0.4831 1.1300 -0.2476
O 1.0141 -0.5730 -0.2048
H -1.9181 2.6822 0.7841
H -2.4780 1.6695 -0.9543
```

Summary:
energy = -19607.6366 eV
structure (SMILES) = C=NOC(=S)OC
energy relative to the best compared isomer or geometry (same formula, charge and spin) = 112.4 kcal per mole
net charge = 0
gap between HOMO and LUMO = 9.109 eV
E_LUMO = 0.57 eV


(5)
The following is a quantum chemistry calculation of C3H3NOS3 in the gas phase, from the OMol25 dataset.

```
11
C3H3NOS3 | the OMol25 dataset | wB97M-V/def2-TZVPD
S 0.9260 0.2473 -0.2297
H 2.9010 -1.3791 1.0408
C 1.9017 -2.0500 0.6232
H -2.5661 2.9233 -1.7511
O -2.0914 2.5594 -0.9017
S 1.9894 -3.6718 0.5519
N -0.9553 1.9231 -1.1647
S -0.9471 -1.7575 0.6894
C 0.5882 -1.2727 0.3688
H -1.1252 1.2375 0.8771
C -0.6212 1.2405 -0.1041
```

Summary:
energy = -39198.6129 eV
structure (SMILES) = O/N=C/SC(=S)C=S
energy relative to the best compared isomer or geometry (same formula, charge and spin) = 88.3 kcal per mole
net charge = 0
gap between HOMO and LUMO = 7.254 eV
E_LUMO = -1.73 eV


(6)
The following is a quantum chemistry calculation of C3H8N2O in the gas phase, from the OMol25 dataset.

```
14
C3H8N2O | the OMol25 dataset | wB97M-V/def2-TZVPD
N -0.6930 -0.6293 -0.0298
C -1.1856 -1.8393 0.5098
H 1.5429 1.2081 -1.7169
N 0.6168 1.3967 -1.3746
H 1.8096 1.5688 0.4652
H 0.5055 2.3431 -1.7457
H -1.3567 -1.6436 1.6481
H -0.5661 -2.6588 0.1540
O 1.0490 -0.5906 1.4946
C 0.3138 -0.0650 0.6293
H 0.1644 2.1061 0.7287
H -2.3019 -2.0131 0.1489
C 0.7569 1.3634 0.1252
H -0.6556 -0.5467 -1.0368
```

Summary:
energy = -8267.7717 eV
structure (SMILES) = CNC(=O)CN
energy relative to the best compared isomer or geometry (same formula, charge and spin) = 35.8 kcal per mole
net charge = 0
gap between HOMO and LUMO = 10.380 eV
E_LUMO = 0.94 eV


(7)
The following is a quantum chemistry calculation of a molecular structure, ClCuZn, from the OMol25 dataset.

```
3
ClCuZn | the OMol25 dataset | wB97M-V/def2-TZVPD
Cu 14.4541 26.8227 15.0049
Zn 17.7058 26.0642 19.3934
Cl 16.2215 26.4698 17.2088
```

Summary:
energy = -105537.5852 eV
energy relative to the best compared isomer or geometry (same formula, charge and spin) = 6.3 kcal per mole
spin multiplicity = 2
net charge = +3
gap between HOMO and LUMO (alpha / beta) = 7.607 / 5.301 eV
E_LUMO (alpha / beta) = -19.12 / -19.98 eV


(8)
The following is a quantum chemistry calculation of a gas-phase ion, C2H4O3P (charge -1), from the OMol25 dataset.

```
10
C2H4O3P | the OMol25 dataset | wB97M-V/def2-TZVPD
H -0.8973 -0.4907 -0.4446
H 0.1430 0.3163 -1.7803
O 0.0186 2.2495 0.5815
O -0.5916 -1.5070 1.1041
C -0.6354 0.4757 -0.9772
H -0.0615 -2.2955 1.4720
C 0.0983 1.0731 0.1989
P 1.1270 -0.2651 1.1121
H -1.2731 1.2721 -1.3661
O 2.0720 -0.8284 0.0995
```

Summary:
energy = -17570.9451 eV
structure (SMILES) = CC(=O)P([O-])O
energy relative to the best compared isomer or geometry (same formula, charge and spin) = 52.8 kcal per mole
net charge = -1
gap between HOMO and LUMO = 7.638 eV
E_LUMO = 4.28 eV